The following is a quantum chemistry calculation of 3 unconnected molecules or ions with the total composition C16H33BNO8 in a non-equilibrium geometry, from the Open Molecules 2025 dataset.

```
59
Properties=species:S:1:pos:R:3:forces:R:3:lowdin_charge:R:1
C -1.547 0.888 -2.148 0.159 -0.088 -0.220 -0.0862
C -1.557 -0.782 -2.065 -0.888 3.057 0.958 -0.2319
O -0.659 -1.232 -3.139 -0.550 -4.130 1.605 -0.0314
B -0.431 -2.691 -3.113 -0.513 1.420 -2.756 -0.3762
O -0.459 -3.376 -4.454 2.278 2.623 3.144 0.0474
C -0.108 -3.538 -1.701 0.915 -2.498 3.742 0.0354
C -1.276 -4.277 -0.816 4.463 -0.582 1.806 0.0554
C -0.814 -5.092 0.538 0.802 1.492 -2.231 0.0382
N 0.621 -5.238 1.023 -1.296 3.109 -4.807 0.0605
C 1.717 -4.544 0.200 -1.470 0.630 -0.860 0.0002
C 3.265 -4.768 0.787 -0.864 -0.850 -0.359 -0.0797
O 4.161 -4.773 -0.380 -3.739 -5.244 2.274 -0.2099
O 4.770 -3.633 -0.542 3.719 4.787 -1.259 -0.0697
C 1.439 -3.670 -1.172 -3.405 -2.032 2.406 0.1141
H -2.222 1.289 -3.040 1.338 -0.999 2.076 0.0968
H -1.882 1.382 -1.123 0.550 -1.155 -2.283 0.0899
H -0.455 1.239 -2.385 -1.990 -0.759 0.559 0.0863
H -1.205 -1.047 -0.980 -0.436 0.097 -2.156 0.1253
H -2.688 -1.090 -2.211 2.453 0.150 0.083 0.1427
H 0.201 -2.825 -5.000 -1.768 -1.064 0.715 0.1359
H -2.424 -4.253 -1.121 2.835 -0.106 0.857 0.1372
H -1.656 -5.600 1.176 2.043 0.994 -1.249 0.1326
H 0.865 -5.799 1.893 -0.506 1.059 -1.619 0.1706
H 3.295 -5.875 1.233 -0.015 2.416 -1.044 0.1593
H 3.547 -4.006 1.629 -0.491 -1.196 -1.833 0.1469
H 5.662 -3.871 -0.949 -1.539 0.242 0.880 0.1676
H 2.337 -3.153 -1.749 -2.032 -1.392 1.583 0.1446
C -6.596 5.340 -1.115 0.011 0.254 -0.016 -0.1097
O -5.460 5.996 -0.564 0.105 -0.627 0.063 -0.1930
C -4.654 5.111 0.223 0.292 0.626 -0.364 -0.1926
C -3.405 4.670 -0.546 -0.484 -0.414 0.088 -0.1955
O -3.749 3.835 -1.657 0.050 0.428 0.037 -0.2171
C -3.701 4.538 -2.894 -0.042 -0.163 -0.007 -0.1106
H -7.050 6.006 -1.854 0.112 -0.006 0.156 0.0916
H -6.324 4.405 -1.611 0.018 -0.009 0.045 0.0812
H -7.328 5.142 -0.327 -0.063 -0.097 -0.045 0.0879
H -5.235 4.246 0.559 0.055 -0.008 -0.115 0.1233
H -4.339 5.671 1.109 0.007 -0.062 -0.030 0.1239
H -2.776 4.070 0.119 0.002 0.031 0.041 0.1162
H -2.817 5.535 -0.875 -0.161 -0.029 0.020 0.1268
H -2.659 4.717 -3.177 -0.011 0.110 -0.069 0.0869
H -4.239 5.489 -2.843 0.064 -0.053 0.039 0.0866
H -4.170 3.915 -3.661 0.066 -0.010 0.161 0.0887
C 3.742 -1.227 1.576 0.116 -0.015 0.214 -0.1201
O 3.997 -1.376 2.968 0.062 0.190 -0.358 -0.2029
C 5.090 -0.560 3.406 -0.367 -0.011 0.595 -0.1849
C 4.590 0.690 4.138 0.256 0.150 -0.582 -0.1884
O 3.911 1.577 3.242 -0.210 -0.493 0.216 -0.1923
C 2.496 1.494 3.374 0.127 0.186 -0.092 -0.1114
H 2.788 -1.711 1.350 0.002 0.011 0.088 0.0759
H 3.676 -0.176 1.284 0.004 -0.016 0.023 0.0918
H 4.530 -1.722 1.001 -0.042 0.119 -0.101 0.0719
H 5.740 -0.291 2.567 -0.122 0.062 0.026 0.1273
H 5.677 -1.164 4.107 -0.017 0.064 -0.049 0.1251
H 5.453 1.236 4.532 -0.015 -0.069 -0.005 0.1268
H 3.948 0.421 4.984 0.034 -0.067 -0.139 0.1262
H 2.183 1.975 4.305 -0.108 -0.076 -0.002 0.0903
H 2.145 0.458 3.357 0.041 0.012 0.052 0.0793
H 2.042 2.027 2.534 0.164 0.006 0.098 0.0893
```
Forces are in eV/Å.

E = -1310.29024 Ha
highest occupied orbital energy = -10.7101 eV
relative energy (zero: lowest compared OMol25 entry of this formula, charge and spin) = 1319.39 kJ/mol
M = 378.251 u
HOMO-LUMO gap = 5.62 eV
net charge = +1

---

The following is a quantum chemistry calculation of 3 unconnected molecules or ions with the total composition C16H33BrN4O8P in a non-equilibrium geometry, from the Open Molecules 2025 dataset.

```
63
Properties=species:S:1:pos:R:3:forces:R:3:lowdin_charge:R:1
C -2.370 -0.335 -3.080 0.140 -0.084 0.048 -0.1359
C -1.868 1.083 -3.272 -0.473 -0.061 0.070 -0.7322
Br -0.004 1.108 -3.816 0.121 0.073 -0.027 0.7081
C -2.100 1.963 -2.040 0.654 -0.178 -0.359 -0.2149
N -1.070 1.711 -1.024 -1.179 0.169 0.592 0.0320
C -1.405 1.297 0.228 0.390 -0.312 -0.294 -0.3863
N -2.680 1.383 0.705 0.009 -0.583 -0.410 0.1876
N -0.438 0.754 1.007 -0.221 1.594 0.788 -0.0961
C -0.885 0.206 2.330 0.101 -0.139 0.074 -0.1901
C 0.113 -0.707 3.030 -0.058 -0.124 0.004 -0.1888
C 0.207 -2.124 2.456 0.005 0.216 -0.110 -0.1864
C 0.418 -2.221 0.945 0.032 0.006 0.141 -0.2884
N 0.952 -3.545 0.579 -0.104 0.378 -0.290 0.0047
P 1.052 1.800 0.974 -0.164 -0.242 -0.185 0.9016
O 0.754 2.416 2.443 0.235 -0.018 -0.111 -0.2200
O 2.238 0.773 1.334 -0.105 -0.085 -0.131 -0.2309
H -3.459 -0.344 -3.137 -0.049 0.022 0.060 0.0877
H -1.991 -1.004 -3.847 -0.012 -0.014 -0.055 0.0714
H -2.068 -0.737 -2.110 0.083 -0.015 0.010 0.0684
H -2.410 1.552 -4.090 0.088 -0.003 -0.118 0.0938
H -2.071 3.004 -2.338 -0.185 0.107 0.168 0.0947
H -3.080 1.706 -1.652 -0.137 0.293 0.001 0.1149
H -0.349 2.423 -1.019 0.611 -0.595 -0.264 0.0839
H -3.473 0.990 0.232 -0.098 0.416 -0.276 0.1215
H -2.850 1.878 1.563 0.147 -0.493 0.348 0.1318
H -1.791 -0.366 2.148 -0.094 0.038 -0.127 0.1244
H -1.137 1.030 2.994 -0.020 0.107 0.012 0.1089
H -0.274 -0.793 4.047 0.049 0.010 0.066 0.1225
H 1.091 -0.246 3.131 0.029 0.045 -0.112 0.0924
H -0.704 -2.663 2.723 0.049 -0.175 -0.004 0.1145
H 1.043 -2.639 2.927 -0.034 -0.058 0.117 0.1116
H -0.523 -2.049 0.417 -0.055 -0.010 0.014 0.1042
H 1.084 -1.415 0.626 0.078 -0.053 -0.039 0.0833
H 0.468 -3.875 -0.247 0.042 -0.159 0.024 0.0686
H 1.916 -3.423 0.290 0.058 -0.202 0.077 0.0655
H 1.334 3.169 2.613 -0.044 0.046 0.168 0.0798
H 2.697 0.479 0.535 0.144 0.021 0.067 0.0764
C 3.671 -6.480 2.496 0.168 -0.096 -0.042 -0.0202
C 3.043 -6.699 1.146 0.015 0.018 0.149 -0.3353
C 2.074 -7.859 1.047 -0.016 0.018 -0.028 -0.0908
O 2.184 -8.219 -0.335 -0.018 -0.043 0.031 0.0616
C 3.417 -7.853 -0.766 0.015 0.011 0.000 -0.5637
O 3.887 -8.157 -1.811 0.001 0.000 -0.009 0.1738
O 4.028 -7.083 0.168 -0.034 0.044 -0.035 0.0807
H 2.922 -6.118 3.200 -0.009 -0.005 0.001 0.0893
H 4.100 -7.407 2.878 -0.026 -0.009 0.006 0.0914
H 4.473 -5.746 2.429 -0.045 0.049 0.001 0.0869
H 2.572 -5.779 0.790 -0.061 -0.010 0.014 0.1298
H 1.045 -7.601 1.282 -0.023 0.012 -0.101 0.1373
H 2.394 -8.707 1.657 0.003 0.023 0.040 0.1394
C 0.432 7.276 -1.601 0.002 -0.176 0.107 -0.0197
C -0.954 7.134 -2.167 0.011 0.071 0.023 -0.3158
C -2.070 7.806 -1.390 0.037 0.019 -0.012 -0.0752
O -3.201 6.982 -1.714 -0.017 0.023 0.062 0.0812
C -2.749 5.756 -2.020 0.002 0.004 -0.085 -0.5676
O -3.434 4.793 -2.180 0.014 0.018 0.094 0.1455
O -1.400 5.754 -2.125 0.004 0.024 -0.025 0.0669
H 0.773 8.305 -1.710 -0.001 0.008 0.004 0.0970
H 0.448 7.010 -0.543 -0.016 0.031 0.005 0.0874
H 1.127 6.625 -2.129 0.006 0.050 -0.056 0.0897
H -0.980 7.445 -3.214 -0.005 -0.020 -0.010 0.1626
H -2.267 8.832 -1.683 -0.079 -0.032 -0.069 0.1439
H -1.903 7.753 -0.311 0.036 0.028 0.000 0.1397
```
Forces are in eV/Å.

E = -4365.63494 Ha
highest occupied orbital energy = -12.1182 eV
M = 520.338 u
HOMO-LUMO gap = 8.84 eV
net charge = +1

---

The following is a quantum chemistry calculation of a gas-phase ion, C16H33ClN2O6P (charge +1) in a non-equilibrium geometry, from the Open Molecules 2025 dataset.

```
59
Properties=species:S:1:pos:R:3:forces:R:3:lowdin_charge:R:1
C -1.719 -1.920 3.058 0.051 0.017 0.072 -0.0674
C -2.388 -0.689 3.674 0.058 -0.033 0.029 -0.4142
C -3.815 -0.513 3.146 -0.018 -0.065 -0.056 -0.0706
C -1.575 0.591 3.446 -0.165 -0.010 0.126 -0.1465
C -0.194 0.625 4.138 -0.121 -0.048 0.011 -0.3391
C -0.152 1.710 5.219 -0.098 0.076 -0.070 -0.0574
C 0.962 0.857 3.179 0.133 0.229 -0.098 -0.1296
O 1.295 -0.296 2.377 -0.156 -0.149 0.159 -0.0403
C 0.901 -0.248 1.071 -0.065 0.077 -0.093 -0.3977
C 0.900 -1.703 0.601 -0.100 -0.122 0.045 -0.0132
N 1.053 -1.868 -0.900 0.250 -0.261 -0.055 0.0886
C 1.953 -0.857 -1.590 0.371 0.032 0.050 -0.6280
Cl 3.582 -1.298 -0.978 -0.058 0.111 0.012 0.8503
C 1.958 -1.070 -3.121 -0.104 -0.263 -0.185 -0.0717
C 2.287 0.226 -3.882 -0.660 -0.458 0.169 -0.4877
O 3.378 0.696 -3.714 0.795 0.596 0.357 0.1116
N 1.294 0.837 -4.607 0.234 -0.078 -0.468 -0.1515
C 1.659 2.165 -5.110 -0.112 0.090 0.067 -0.0384
C 0.596 0.044 -5.630 -0.204 0.014 0.239 -0.0370
C 1.620 0.541 -1.049 -0.176 -0.004 -0.006 -0.3188
C 0.261 1.190 -1.428 0.007 0.072 -0.322 -0.1041
P -1.370 0.489 -1.744 0.368 -0.318 0.345 0.4425
O -2.359 1.531 -1.939 -0.340 0.142 -0.010 -0.2169
O -1.213 -0.579 -2.931 0.468 -0.314 -0.060 -0.1240
O -1.651 -0.526 -0.508 -0.482 0.057 -0.154 -0.1559
O 1.820 0.550 0.342 0.090 -0.078 0.048 -0.0343
H -2.072 -2.839 3.530 -0.075 0.026 -0.105 0.0890
H -1.950 -1.986 1.987 0.021 0.035 0.017 0.0625
H -0.634 -1.891 3.181 -0.044 -0.019 -0.008 0.0659
H -2.445 -0.847 4.757 0.060 -0.014 -0.040 0.1403
H -3.816 0.132 2.260 -0.027 -0.048 -0.008 0.0733
H -4.473 -0.052 3.883 0.051 0.076 -0.044 0.0830
H -4.263 -1.468 2.862 0.008 0.019 0.081 0.0777
H -2.178 1.423 3.824 0.063 0.032 -0.087 0.1213
H -1.482 0.766 2.366 -0.021 -0.048 0.043 0.1042
H -0.043 -0.346 4.624 0.192 0.059 -0.027 0.1405
H -0.819 1.453 6.043 0.030 0.023 -0.017 0.0883
H 0.854 1.857 5.616 -0.050 -0.099 0.069 0.0812
H -0.491 2.668 4.815 0.057 -0.029 -0.001 0.0881
H 1.869 1.101 3.731 -0.012 -0.071 -0.035 0.1355
H 0.753 1.700 2.509 -0.002 0.005 0.090 0.1423
H -0.098 0.185 0.964 0.119 -0.036 0.021 0.1202
H -0.050 -2.158 0.871 0.082 -0.053 -0.042 0.1157
H 1.709 -2.253 1.075 0.117 0.175 -0.028 0.1417
H 1.517 -2.769 -1.051 -0.202 -0.044 -0.038 0.1688
H 0.138 -1.920 -1.352 -0.023 0.296 0.001 0.1417
H 1.052 -1.563 -3.467 -0.156 0.207 0.150 0.0965
H 2.796 -1.733 -3.330 -0.117 -0.111 -0.068 0.1151
H 2.314 2.106 -5.983 -0.001 -0.036 0.039 0.1026
H 0.744 2.691 -5.383 0.035 -0.053 -0.017 0.0986
H 2.179 2.722 -4.334 -0.036 -0.025 -0.037 0.0928
H -0.395 0.460 -5.804 0.019 0.031 -0.023 0.0966
H 1.165 0.060 -6.563 -0.037 -0.003 0.020 0.1021
H 0.476 -0.990 -5.320 -0.008 0.004 0.031 0.0762
H 2.406 1.177 -1.457 -0.074 0.066 0.056 0.1559
H 0.405 1.791 -2.329 0.028 0.037 -0.006 0.1011
H 0.041 1.906 -0.629 0.077 0.057 -0.089 0.1264
H -1.705 -1.397 -2.775 -0.237 0.240 -0.193 0.0990
H -2.586 -0.471 -0.244 0.196 -0.008 0.146 0.1073
```
Forces are in eV/Å.

E = -1991.81140 Ha
highest occupied orbital energy = -12.6754 eV
SMILES string = CC(C)C[C@H](C)CO[C@@H]1C[NH2+][C@@](Cl)(CC(=O)N(C)C)[C@@H](CP(=O)(O)O)O1
M = 415.875 u
HOMO-LUMO gap = 9.51 eV
net charge = +1

---

The following is a quantum chemistry calculation of 3 unconnected molecules or ions with the total composition C16H33ClN2O8P2 in a non-equilibrium geometry, from the Open Molecules 2025 dataset.

```
62
Properties=species:S:1:pos:R:3:forces:R:3:lowdin_charge:R:1
C 3.472 -5.358 -0.118 0.186 -0.045 0.011 -0.0802
C 1.979 -5.173 0.052 0.057 -0.542 0.191 -0.2991
O 1.678 -3.870 0.519 0.385 -0.506 -0.752 -0.2497
P 1.778 -2.619 -0.560 -4.736 0.191 8.615 0.7789
O 0.477 -3.016 -1.300 3.516 0.438 -3.171 -0.2217
O 1.005 -1.457 0.343 0.909 0.339 -0.941 -0.2657
C 0.106 -0.566 -0.307 -0.603 0.211 0.079 -0.2944
C -1.318 -0.917 0.084 -0.200 -0.104 0.085 -0.0742
O 3.232 -2.175 0.266 0.557 -0.650 -4.014 -0.2679
C 3.301 -1.581 1.556 0.225 0.928 0.767 -0.2903
C 2.985 -2.533 2.692 -0.548 -0.247 -0.060 -0.0745
H 3.862 -4.690 -0.892 0.042 -0.057 -0.027 0.0710
H 3.705 -6.389 -0.400 -0.021 0.089 -0.020 0.0795
H 4.002 -5.119 0.810 -0.102 -0.055 -0.129 0.0737
H 1.450 -5.374 -0.885 -0.050 0.009 0.030 0.0986
H 1.604 -5.880 0.799 -0.046 0.208 -0.056 0.1234
H 0.239 -0.587 -1.394 -0.109 -0.077 0.191 0.1055
H 0.340 0.449 0.028 0.065 -0.071 0.022 0.1096
H -1.545 -1.969 -0.118 0.130 0.163 -0.145 0.0729
H -2.037 -0.296 -0.457 0.047 0.006 0.053 0.0772
H -1.466 -0.769 1.159 0.053 0.079 -0.116 0.0690
H 2.702 -0.665 1.613 -0.036 -0.336 -0.083 0.1073
H 4.341 -1.254 1.674 0.009 -0.173 -0.360 0.1193
H 1.918 -2.775 2.723 0.164 0.000 -0.009 0.0734
H 3.247 -2.080 3.653 0.096 0.099 -0.186 0.0814
H 3.538 -3.471 2.586 -0.011 0.146 0.019 0.0714
C -2.716 6.637 -0.329 -0.165 0.098 -0.030 -0.0819
C -1.327 6.158 0.041 0.140 0.502 -0.263 -0.3009
O -1.333 5.504 1.298 -0.351 -0.060 -0.906 -0.2502
P -1.953 3.972 1.369 5.806 4.187 6.655 0.7798
O -0.730 3.332 0.667 -3.968 -1.340 -2.222 -0.2142
O -1.402 3.558 2.882 -1.089 -0.644 -0.458 -0.2650
C -0.906 2.241 3.097 0.555 -0.207 0.165 -0.2949
C 0.602 2.293 3.253 0.247 0.075 0.028 -0.0719
O -3.320 4.686 2.154 -0.984 -2.101 -3.382 -0.2689
C -3.344 5.176 3.488 -0.349 -0.031 1.172 -0.2919
C -2.594 6.480 3.680 0.578 -0.046 -0.168 -0.0749
H -3.397 5.791 -0.461 -0.027 0.034 -0.061 0.0707
H -2.692 7.211 -1.259 -0.008 -0.078 0.049 0.0789
H -3.135 7.266 0.462 0.089 -0.080 -0.124 0.0736
H -0.922 5.497 -0.731 0.047 0.002 0.043 0.1055
H -0.654 7.018 0.125 -0.026 -0.190 0.110 0.1228
H -1.202 1.566 2.287 0.145 0.134 0.081 0.0896
H -1.359 1.860 4.018 -0.056 0.105 -0.046 0.1183
H 1.080 2.791 2.404 -0.204 -0.167 -0.014 0.0738
H 1.021 1.288 3.347 -0.030 0.032 0.034 0.0707
H 0.874 2.870 4.143 -0.096 -0.136 -0.049 0.0783
H -3.026 4.413 4.206 0.116 0.168 -0.291 0.1121
H -4.401 5.363 3.714 -0.018 -0.123 -0.381 0.1187
H -1.513 6.328 3.622 -0.161 0.046 -0.018 0.0737
H -2.815 6.905 4.664 -0.146 -0.163 -0.077 0.0819
H -2.872 7.210 2.915 -0.029 -0.091 0.115 0.0714
N -2.531 -4.798 -8.764 10.692 3.163 5.583 0.0710
C -1.409 -4.481 -8.157 -7.851 -3.298 -2.685 -0.1142
C -0.114 -4.446 -7.118 0.537 -0.021 -1.475 -0.1898
C -0.001 -5.799 -6.198 0.462 -0.798 -0.576 -0.6184
Cl 0.123 -5.377 -4.394 -0.096 -0.269 -1.710 0.5372
C 1.362 -6.653 -6.624 4.641 -4.563 -6.372 -0.1409
N 2.229 -7.331 -7.346 -8.032 6.437 7.052 0.0876
H -0.098 -3.500 -6.425 -0.363 -1.863 -1.568 0.1160
H 0.849 -4.443 -7.822 -2.206 0.218 1.554 0.1288
H -0.966 -6.450 -6.333 2.220 1.026 0.242 0.1234
```
Forces are in eV/Å.

E = -2483.45906 Ha
highest occupied orbital energy = -9.8710 eV
SMILES string = CCOP(=O)(OCC)OCC.CCOP(=O)(OCC)OCC.N#CC[C@H](Cl)C#N
M = 478.847 u
HOMO-LUMO gap = 7.53 eV
net charge = 0